No. 1
74
Properties=species:S:1:pos:R:3 method="wB97M-V/def2-TZVPD" multiplicity=1 relative_energy_ev=0.082 homo_ev=-8.354 total_energy_ev=-34205.021 smiles=CNC[C@@H](Cc1ccccc1)NC[C@@H](CC1CCCCC1)NCCCc1ccccc1 gap_ha=0.33558 lumo_ev=0.8
C 3.09284 0.81332 -2.12915
N 1.71061 0.70389 -2.55917
C 0.85120 1.74999 -2.01745
C 0.31077 1.33228 -0.64453
C -0.54398 2.45600 -0.02896
C 0.27238 3.68241 0.24818
C 0.15670 4.81809 -0.54336
C 0.93814 5.93384 -0.29932
C 1.85191 5.92846 0.74033
C 1.97441 4.80314 1.53774
C 1.18907 3.69140 1.29365
N -0.49529 0.14062 -0.82581
C -0.60517 -0.70715 0.34246
C -1.30046 -2.03985 0.00450
C -2.63836 -1.80449 -0.71672
C -3.64126 -0.89419 -0.00399
C -4.88884 -0.72827 -0.87607
C -5.90711 0.19424 -0.21334
C -6.30846 -0.35135 1.15277
C -5.07467 -0.51671 2.03298
C -4.05362 -1.43486 1.36585
N -0.52409 -2.93323 -0.83825
C 0.36179 -3.89151 -0.22388
C 1.64426 -3.36540 0.44778
C 2.53408 -2.57758 -0.52035
C 3.77340 -2.09207 0.17323
C 3.71527 -1.00188 1.03400
C 4.84539 -0.55776 1.69484
C 6.05617 -1.20285 1.50726
C 6.12592 -2.29281 0.65757
C 4.99213 -2.73301 -0.00288
H 3.66686 -0.00060 -2.56915
H 3.55761 1.76959 -2.41095
H 3.14640 0.72034 -1.04589
H 1.68411 0.73550 -3.57365
H -0.00367 1.87963 -2.68519
H 1.37690 2.71283 -1.92950
H 1.16867 1.14368 0.02851
H -1.36065 2.68139 -0.71577
H -0.97490 2.08431 0.90261
H -0.55431 4.82778 -1.35758
H 0.83413 6.80998 -0.92314
H 2.46361 6.79805 0.93054
H 2.68276 4.79372 2.35360
H 1.28337 2.81895 1.92500
H -0.08469 -0.38739 -1.59232
H 0.38059 -0.91282 0.79575
H -1.19741 -0.18255 1.09762
H -1.48308 -2.57222 0.94419
H -3.09208 -2.78297 -0.88588
H -2.41342 -1.36954 -1.69115
H -3.18717 0.09232 0.12386
H -5.34434 -1.70735 -1.04336
H -4.60262 -0.32329 -1.84892
H -6.78943 0.29260 -0.84987
H -5.47019 1.18825 -0.09145
H -7.02209 0.32290 1.63165
H -6.79617 -1.32080 1.02679
H -5.36175 -0.92599 3.00444
H -4.62125 0.46280 2.20449
H -4.48601 -2.43077 1.24289
H -3.17978 -1.52786 2.01305
H -0.05948 -2.42584 -1.58107
H 0.65009 -4.59757 -1.01059
H -0.21983 -4.44332 0.52130
H 2.20383 -4.22227 0.83056
H 1.38522 -2.73946 1.30378
H 1.98413 -1.71948 -0.91292
H 2.80369 -3.22105 -1.36092
H 2.77228 -0.49466 1.18850
H 4.78316 0.29406 2.35690
H 6.94061 -0.85713 2.02179
H 7.06701 -2.80216 0.50793
H 5.05418 -3.58429 -0.66642

=====

No. 2
10
Properties=species:S:1:pos:R:3 method="wB97M-V/def2-TZVPD" multiplicity=1 total_charge=-1 relative_energy_ev=0.431 homo_ev=-3.754 total_energy_ev=-18318.790 gap_ha=0.25749 lumo_ev=3.3
C 1.08983 0.51517 -0.20123
C 0.85901 1.73738 0.15146
C -0.66289 -1.00435 0.19414
N 0.70589 -0.74088 0.36388
N -1.34705 0.08806 -0.10949
O 0.61161 2.89159 0.29793
O -1.02512 -2.18972 0.24702
I -3.33290 -0.36257 0.00725
H 1.65292 0.47277 -1.09755
H 1.44871 -1.40744 0.14657

=====

No. 3
136
Properties=species:S:1:pos:R:3 method="wB97M-V/def2-TZVPD" multiplicity=1 total_charge=-1 homo_ev=-5.067 total_energy_ev=-352211.755 gap_ha=0.26888 lumo_ev=2.3
C -1.85258 5.61339 2.29357
C -1.11964 4.37968 2.85296
C -0.48598 3.37375 1.86157
I 0.01397 1.64508 3.05228
C -1.26085 3.00287 0.57108
C -2.81015 3.06987 0.63252
C -3.49779 2.40272 1.83369
C -3.86423 0.92284 1.61295
C -3.59141 0.01761 2.83568
C -2.64769 -1.13422 2.48065
C -1.93469 -1.77187 3.67967
C -0.55302 -2.32874 3.28317
C -0.26306 -3.73027 3.84929
C 1.23457 -4.02948 4.02459
O 2.03596 -3.31113 3.09934
C 2.88736 -2.34563 3.66547
O -0.99811 1.62075 0.30345
B -0.49412 1.34643 -1.06100
C 0.95977 0.60074 -0.91076
C 1.82861 0.53280 -2.15843
C 3.15445 -0.21033 -1.92247
C 4.32210 0.25370 -2.77904
O 4.42993 1.68632 -2.83378
C 4.29704 2.24988 -4.03391
O 3.50759 1.92402 -4.89231
C -1.41400 0.36681 -2.04622
Br -2.94141 1.29966 -2.86582
C -1.72136 -0.99999 -1.39508
C -1.11003 -2.12105 -2.23937
Br -3.61027 -1.49854 -1.16976
O -0.46996 2.70639 -1.67092
C -0.76059 3.70168 -0.77324
C 0.43876 4.69361 -0.86651
Br 2.15542 3.83362 -0.54910
C 0.32309 6.09014 -0.22560
C 0.80717 7.14516 -1.22177
Br 1.38257 6.40054 1.39410
H -1.22793 6.50266 2.31263
H -2.25356 5.47446 1.29829
H -2.70804 5.83350 2.93634
H -0.29866 4.75270 3.46918
H -1.78969 3.87589 3.54184
H 0.49902 3.74409 1.59721
H -3.18117 4.08473 0.49340
H -3.11326 2.52140 -0.26125
H -4.42838 2.95002 2.01246
H -2.92951 2.48823 2.75407
H -3.31386 0.55625 0.75526
H -4.93234 0.86987 1.39444
H -3.11433 0.59774 3.62821
H -4.53462 -0.37928 3.21745
H -3.19611 -1.89023 1.91750
H -1.87221 -0.68872 1.85381
H -1.78482 -1.00251 4.43832
H -2.53769 -2.59598 4.06598
H 0.24058 -1.65424 3.60687
H -0.46859 -2.37873 2.19702
H -0.65723 -4.46755 3.14705
H -0.76774 -3.84159 4.80952
H 1.56223 -3.82118 5.04669
H 1.41460 -5.09041 3.83352
H 3.13098 -1.61588 2.89320
H 2.41012 -1.80905 4.48960
H 3.82195 -2.78906 4.02621
H 1.53263 1.03301 -0.08564
H 0.76767 -0.44046 -0.60570
H 2.03093 1.52956 -2.54719
H 1.29994 -0.01723 -2.94161
H 3.42682 -0.05153 -0.87370
H 3.02092 -1.28824 -2.03703
H 4.24877 -0.18152 -3.77640
H 5.24934 -0.10464 -2.32929
H 5.01218 3.06849 -4.16910
H -0.80824 0.13159 -2.91860
H -1.27460 -1.04325 -0.40713
H -1.41659 -2.03576 -3.27964
H -0.02256 -2.06745 -2.14351
H -1.40617 -3.09255 -1.84162
H -1.61018 4.31518 -1.12623
H 0.49368 4.88844 -1.93546
H -0.71440 6.29631 0.01545
H 0.16384 7.14183 -2.10242
H 0.86322 8.13100 -0.76865
H 1.81293 6.87225 -1.54853
C -0.55891 0.57523 -7.92377
C 0.61764 0.88427 -6.99845
C 0.02139 0.57166 -5.63289
O -0.93198 -0.47756 -5.84549
C -1.17761 -0.63703 -7.23677
H -0.26884 0.37208 -8.95480
H -1.26400 1.40945 -7.92445
H 1.45159 0.21130 -7.21318
H 0.98167 1.90738 -7.07002
H -0.49748 1.43929 -5.21248
H 0.76531 0.23628 -4.91429
H -0.70334 -1.56632 -7.57804
H -2.25359 -0.71951 -7.40063
C 2.70495 1.77940 7.03852
C 1.26179 1.28194 7.03719
C 1.43310 -0.15174 6.56034
O 2.71553 -0.58492 7.02819
C 3.45707 0.53814 7.50440
H 2.87333 2.64117 7.68313
H 3.00590 2.04703 6.02353
H 0.85708 1.29569 8.05266
H 0.59896 1.86022 6.39623
H 1.42588 -0.20533 5.46688
H 0.66490 -0.82326 6.94578
H 3.50317 0.49108 8.59911
H 4.47421 0.48202 7.11375
C -5.81701 -3.97077 0.89998
C -5.11324 -5.15680 1.55652
C -4.39466 -4.47888 2.71743
O -5.21045 -3.37320 3.10436
C -6.21127 -3.13748 2.11239
H -6.67119 -4.24946 0.28391
H -5.11003 -3.41912 0.28244
H -5.84840 -5.87375 1.93180
H -4.43091 -5.68388 0.89116
H -3.41332 -4.10126 2.40895
H -4.25786 -5.13642 3.57779
H -7.18300 -3.45297 2.51207
H -6.25354 -2.06859 1.89904
C 5.80596 -4.14677 -5.48425
C 4.90185 -3.05995 -6.06259
C 3.54594 -3.75537 -6.06377
O 3.56183 -4.66340 -4.96190
C 4.88764 -4.78875 -4.45116
H 6.72862 -3.76570 -5.04875
H 6.06771 -4.87007 -6.26016
H 4.88174 -2.19556 -5.39536
H 5.20090 -2.71789 -7.05225
H 3.39638 -4.32654 -6.98729
H 2.71001 -3.06554 -5.94524
H 4.94626 -4.26635 -3.49002
H 5.10499 -5.84444 -4.28333